(1)
{"formula": "C4H9N2", "method": "ωB97M-V/def2-TZVPD", "elements": ["C", "H", "C", "C", "H", "H", "N", "H", "N", "H", "H", "H", "H", "H", "C"], "positions_angstrom": [[-0.01798, 0.14221, -0.46598], [-1.61503, 1.14227, -1.71280], [0.59691, -0.79870, 0.57242], [-1.02267, 1.16347, -0.86016], [1.63343, -0.33776, 0.82294], [-1.16551, -1.80066, 1.08488], [0.52367, -1.07804, -0.86866], [0.24466, -2.14856, 2.05599], [0.43526, 1.48260, -0.99476], [0.77180, 2.16257, -0.27892], [1.40181, -1.13806, -1.34244], [-0.59522, -0.66972, 2.37631], [0.71129, 1.59995, -1.94028], [-1.57223, 1.63425, -0.11596], [-0.33018, -1.35583, 1.66742]], "de_lowest_kj_mol": 372.24, "total_charge": 1, "spin_multiplicity": 1, "largest_force_ev_per_a": 5.07, "total_energy_ha": -266.95750, "e_homo_ev": -14.35, "e_lumo_ev": -3.5, "orbital_gap_ev": 10.87}


(2)
{"formula": "C4H9N2", "method": "ωB97M-V/def2-TZVPD", "elements": ["C", "C", "H", "H", "C", "N", "H", "C", "H", "H", "H", "H", "H", "N", "H"], "positions_angstrom": [[-0.51404, -1.74584, -0.44468], [-0.81581, 0.82550, -0.46955], [-1.56807, 1.35961, 0.00557], [-1.42783, -2.00666, -0.98667], [-0.13063, -0.05403, 1.24416], [-0.87782, -0.46450, 0.17372], [-0.30279, -2.30881, 0.44867], [1.58821, 1.42593, -0.24264], [2.51891, 1.10693, 0.28192], [0.57424, -0.77402, 1.65262], [1.55651, 1.65235, -1.24192], [0.40174, -1.71199, -1.08081], [-0.53734, 0.60918, 2.02416], [0.44758, 1.18925, 0.21127], [-0.91287, 0.89710, -1.57581]], "de_lowest_kj_mol": 391.36, "total_charge": 1, "spin_multiplicity": 1, "largest_force_ev_per_a": 2.86, "total_energy_ha": -266.95022, "e_homo_ev": -14.25, "e_lumo_ev": -4.7, "orbital_gap_ev": 9.56}


(3)
{"formula": "C4H9N2", "method": "ωB97M-V/def2-TZVPD", "elements": ["H", "H", "H", "N", "C", "H", "N", "C", "H", "C", "C", "H", "H", "H", "H"], "positions_angstrom": [[1.36162, 0.89082, 0.84326], [-0.91440, -2.22034, 1.49343], [-0.80364, 2.32680, -0.10904], [-0.40968, -1.21064, 1.38426], [-0.62045, 1.30570, -0.29636], [0.50105, -1.32279, 1.95074], [1.51441, 0.81211, -1.23377], [-1.29247, 0.16183, -0.41562], [0.04481, -1.54738, -0.84533], [-0.19017, -0.74985, -0.08639], [0.70877, 0.60668, -0.09409], [1.01801, 1.15009, -2.05186], [-0.88554, -0.44204, 1.74439], [2.20102, 0.12014, -1.46388], [-2.23333, 0.11885, -0.81972]], "de_lowest_kj_mol": 331.11, "total_charge": 1, "spin_multiplicity": 1, "largest_force_ev_per_a": 5.52, "total_energy_ha": -266.97317, "e_homo_ev": -13.26, "e_lumo_ev": -3.9, "orbital_gap_ev": 9.34}


(4)
{"formula": "C4H9N2", "method": "ωB97M-V/def2-TZVPD", "elements": ["H", "C", "N", "H", "H", "H", "C", "H", "N", "H", "C", "C", "H", "H", "H"], "positions_angstrom": [[0.22307, 1.18889, 3.68851], [-0.09564, -0.34425, -1.43841], [0.90454, 1.31993, 1.66940], [-1.25147, -1.83539, -2.65627], [-0.78606, 0.42875, -2.10281], [-0.40551, -2.52558, -1.32095], [0.89749, 0.84302, 0.37721], [-2.02425, -1.38735, -1.10284], [-0.06968, 0.16121, -0.12354], [1.39896, 2.16583, 1.75654], [-0.98801, -1.59839, -1.57212], [0.09870, 0.92131, 2.63447], [-0.56626, 0.04789, 2.26985], [0.86379, -0.47897, -1.78852], [1.80030, 1.09310, -0.29052]], "de_lowest_kj_mol": 332.38, "total_charge": 1, "spin_multiplicity": 1, "largest_force_ev_per_a": 5.91, "total_energy_ha": -266.97269, "e_homo_ev": -14.49, "e_lumo_ev": -6.3, "orbital_gap_ev": 8.20}